Record 1
Molecular formula: C24H35Cl3N3O11P2V
Method: DFT, ωB97M-V with the def2-TZVPD basis set

Geometry as XYZ:
```
79
Properties=species:S:1:pos:R:3:forces:R:3:mulliken_charge:R:1
V -0.0677 -0.1419 0.4473 0.37 -0.87 0.68 1.935
C -0.5909 -2.7787 -1.1208 0.08 0.02 0.02 -0.965
N -0.6253 -2.3568 0.2921 -0.11 0.05 -0.41 0.752
C -1.9869 -2.6060 0.7968 0.00 -0.02 0.05 -1.326
C 0.3829 -3.1144 1.0333 0.03 0.11 0.07 -0.690
C 0.5575 -2.5112 2.4097 0.01 -0.09 0.05 -1.157
N 1.1457 -1.1736 2.2866 -0.10 0.11 -0.10 1.002
C 0.9573 -0.4231 3.5332 0.03 -0.04 0.11 -1.286
C 2.5884 -1.2759 2.0387 0.03 -0.05 0.03 -1.386
H -0.8081 -3.8525 -1.1944 0.01 0.00 0.00 0.387
H 0.3929 -2.5683 -1.5357 0.00 0.01 0.00 0.206
H -1.3387 -2.2192 -1.6755 0.00 0.00 0.00 0.173
H -2.2141 -3.6788 0.7346 0.01 0.00 0.02 0.345
H -2.6970 -2.0524 0.1864 0.00 -0.01 -0.01 0.349
H -2.0961 -2.2606 1.8204 0.00 0.00 -0.01 0.305
H 1.3144 -3.0224 0.4735 0.02 -0.09 -0.01 0.192
H 0.1305 -4.1828 1.0774 -0.11 0.03 0.07 0.498
H 1.1745 -3.1640 3.0442 0.06 0.07 0.00 0.454
H -0.4077 -2.3986 2.9023 0.00 -0.04 0.00 0.345
H 1.4669 -0.9320 4.3636 0.01 0.00 -0.01 0.395
H -0.1016 -0.3268 3.7520 0.01 -0.02 0.00 0.334
H 1.3784 0.5731 3.4142 -0.01 0.00 0.00 0.194
H 3.0721 -1.8314 2.8546 -0.01 0.01 0.01 0.390
H 3.0187 -0.2797 1.9892 0.00 0.02 0.00 0.373
H 2.7992 -1.7770 1.0982 -0.02 -0.02 -0.02 0.318
N -2.5995 3.2365 0.2645 0.01 -0.01 -0.03 -0.419
C -3.0850 1.8890 0.6794 -0.02 0.03 0.01 0.669
C -4.5841 1.9592 1.0045 0.01 0.00 0.00 -1.785
P -2.8974 0.7271 -0.7734 -0.05 -0.05 0.03 0.841
O -2.7200 1.7453 -2.0077 -0.04 -0.07 -0.03 -0.722
O -4.1061 -0.1036 -0.9085 0.00 -0.05 -0.01 -0.841
O -1.5573 -0.0398 -0.7326 -0.02 0.55 -0.12 -1.080
P -2.1695 1.3972 2.2410 0.00 0.01 -0.01 1.031
O -1.0915 2.5747 2.3981 0.07 -0.05 0.20 -0.796
O -3.0932 1.3664 3.3888 -0.04 0.00 -0.05 -0.864
O -1.3797 0.1187 1.9287 -0.20 0.10 0.03 -0.719
H -3.1819 3.5458 -0.5097 -0.02 0.01 0.02 0.322
H -1.1114 3.6690 -0.2207 0.03 0.00 -0.01 0.452
H -2.7493 3.8780 1.0391 0.02 -0.01 0.01 0.304
H -5.1473 2.2644 0.1191 0.00 0.00 0.00 0.467
H -4.7466 2.6697 1.8164 0.00 0.00 0.00 0.478
H -4.9591 0.9900 1.3215 0.00 0.00 0.00 0.308
H -1.7634 1.9210 -2.1028 0.01 0.02 0.00 0.355
H -0.2197 2.2889 2.0348 -0.04 0.06 -0.15 0.265
Cl 6.8707 1.5920 -1.2418 0.01 -0.01 0.02 -0.241
C 5.2410 0.9740 -1.0690 0.00 0.02 0.01 -0.006
C 4.9067 -0.1986 -1.7263 -0.02 -0.03 0.00 -0.734
C 3.6056 -0.6740 -1.5761 0.03 0.00 -0.01 0.752
Cl 3.1611 -2.1345 -2.4190 0.00 0.00 0.00 -0.280
C 2.6313 -0.0336 -0.8170 -0.12 0.19 -0.17 -0.220
O 1.4067 -0.5035 -0.7645 0.10 -0.25 0.09 -0.110
C 3.0123 1.1744 -0.1365 0.03 0.01 0.00 2.305
C 2.1196 1.8669 0.6965 -0.08 -0.01 0.01 -2.483
O 0.9424 1.4204 1.1055 0.04 0.24 -0.21 0.675
C 4.3339 1.6578 -0.2945 0.03 -0.01 0.01 -1.550
H 5.6185 -0.7226 -2.3464 0.00 0.00 0.00 0.477
H 2.4285 2.8299 1.1008 0.01 0.01 0.01 0.218
H 4.6277 2.5682 0.2131 0.00 0.00 -0.01 0.487
C 5.2524 4.1293 -3.0017 0.00 0.00 0.01 -1.439
C 4.4642 2.9869 -3.5725 -0.01 0.02 -0.03 1.096
C 5.0168 2.1091 -4.4916 0.00 0.00 0.02 -0.903
C 4.2601 1.0668 -5.0029 0.00 0.00 -0.01 0.243
Cl 4.9940 -0.0362 -6.1410 0.00 0.00 0.00 -0.279
C 2.9499 0.8746 -4.6157 0.00 0.00 0.01 -0.885
C 2.3856 1.7390 -3.6858 0.00 0.01 0.01 -0.190
C 3.1396 2.7836 -3.1762 0.00 0.00 0.01 0.394
O 2.6743 3.6505 -2.2156 0.01 0.00 0.00 -0.262
C 1.3660 4.1663 -2.3155 -0.02 0.00 -0.02 -0.938
C 0.3139 3.4141 -1.5035 -0.08 -0.03 0.04 0.824
O -0.2970 4.1726 -0.6296 0.01 -0.03 0.01 -0.646
O 0.0226 2.2500 -1.7144 0.06 0.08 -0.16 -0.589
H 6.2810 4.1022 -3.3585 0.00 0.01 -0.01 0.378
H 5.2641 4.0837 -1.9123 0.01 0.00 -0.01 0.277
H 4.8053 5.0860 -3.2800 0.00 0.00 0.01 0.351
H 6.0466 2.2310 -4.8020 0.00 0.00 0.00 0.346
H 2.3825 0.0385 -4.9998 0.00 0.00 0.00 0.454
H 1.3835 1.5693 -3.3160 -0.01 0.01 -0.01 0.337
H 1.0245 4.1596 -3.3564 0.01 0.01 0.00 0.360
H 1.4079 5.1931 -1.9564 0.00 0.00 0.00 0.375
```
Positions in Å, forces in eV/Å.

Values from the calculation:
net charge = -1
⟨S²⟩ = 3.792
LUMO (alpha / beta) = 2.45 / 2.45 eV
orbital gap (alpha / beta) = 5.779 / 7.978 eV
molar mass = 760.805 g/mol
spin multiplicity = 4
E_HOMO (alpha / beta) = -3.33 / -5.53 eV


Record 2
Molecular formula: C24H35ClIrSe3Te
Method: DFT, ωB97M-V with the def2-TZVPD basis set

Geometry as XYZ:
```
65
Properties=species:S:1:pos:R:3:forces:R:3:mulliken_charge:R:1
Ir -0.0988 -0.0583 0.3784 -0.10 -0.40 0.04 2.021
C -0.2578 0.9772 2.2741 0.00 0.19 0.21 -0.901
C 0.6203 1.7882 1.4960 -0.05 0.10 -0.18 -0.303
C -0.1715 2.2452 0.3459 0.38 -0.15 -0.09 0.242
C -1.4792 1.6949 0.5140 -0.29 -0.07 0.02 -0.593
C -1.5742 0.9502 1.7202 -0.04 -0.08 0.32 -1.278
C -2.8036 0.5513 2.5154 0.01 0.10 0.03 2.363
C -2.7508 -0.9157 2.9327 0.01 -0.03 0.01 -1.268
C -4.0803 0.8536 1.7367 -0.02 -0.03 0.03 -1.821
C -2.8047 1.4282 3.7799 0.01 0.00 0.04 -1.778
C 0.1144 3.2284 -0.8060 -0.08 0.03 0.02 2.512
C -1.2193 3.7158 -1.3988 -0.02 -0.02 -0.01 -2.157
C 0.8408 4.4795 -0.3003 -0.03 0.08 -0.01 -1.885
C 0.8967 2.6094 -1.9691 0.05 0.01 0.03 -1.811
C 2.0195 2.1070 2.0233 0.02 -0.06 -0.04 2.101
C 2.4630 1.0315 3.0293 0.01 0.05 0.01 -1.973
C 3.1194 2.1646 0.9543 0.00 0.03 -0.01 -1.528
C 1.9263 3.4364 2.7959 0.01 0.02 0.02 -1.618
H 0.0315 0.4792 3.1840 -0.04 0.01 0.03 0.952
H -2.3022 1.8715 -0.1567 -0.03 -0.05 0.01 0.633
H -2.8447 -1.5743 2.0722 0.01 -0.03 -0.07 -0.035
H -3.5657 -1.1355 3.6258 -0.01 0.00 -0.01 0.541
H -1.8109 -1.1503 3.4393 0.00 0.01 0.00 0.217
H -4.0948 0.3436 0.7793 -0.01 -0.10 -0.14 0.159
H -4.1906 1.9278 1.5675 0.01 -0.01 -0.02 0.341
H -4.9487 0.5153 2.3051 0.01 0.01 0.01 0.482
H -1.9525 1.2019 4.4232 0.00 0.00 0.00 0.349
H -3.7156 1.2492 4.3543 0.00 -0.01 -0.01 0.440
H -2.7671 2.4892 3.5230 0.00 0.00 0.00 0.381
H -1.8831 4.1197 -0.6324 0.01 0.02 0.00 0.374
H -1.7425 2.9207 -1.9331 -0.01 -0.01 0.02 0.378
H -1.0164 4.5081 -2.1200 0.01 0.00 -0.01 0.477
H 0.2579 4.9896 0.4696 0.00 -0.03 0.01 0.398
H 0.9653 5.1726 -1.1345 0.00 0.01 0.00 0.517
H 1.8271 4.2689 0.0990 0.01 -0.01 -0.02 0.277
H 0.3748 1.7358 -2.3617 -0.01 0.00 -0.01 0.261
H 1.9056 2.3087 -1.6929 -0.02 -0.03 -0.01 0.149
H 0.9831 3.3440 -2.7723 0.00 0.01 0.00 0.546
H 2.4051 0.0311 2.5970 0.00 -0.03 0.00 0.285
H 1.8820 1.0598 3.9523 0.00 0.00 0.00 0.412
H 3.5026 1.2221 3.3000 0.01 -0.01 -0.01 0.478
H 3.5214 1.1688 0.7711 -0.02 -0.02 -0.02 0.267
H 3.9386 2.7950 1.3064 0.01 -0.02 0.02 0.492
H 2.7835 2.5595 0.0019 0.01 0.04 0.03 0.066
H 1.1341 3.3878 3.5459 0.00 0.00 0.00 0.296
H 1.7315 4.2900 2.1514 -0.02 -0.01 0.01 0.235
H 2.8702 3.6148 3.3145 0.00 0.00 0.00 0.522
Se 1.7810 -0.4573 -0.9803 0.28 -0.05 -0.16 -0.252
Se 4.3189 -2.6880 0.7820 0.03 -0.02 0.02 -0.432
Te 2.1798 -2.8716 -0.2302 -0.13 0.05 0.11 0.092
Se 0.4295 -2.2513 1.5052 -0.04 0.22 -0.15 -0.347
Cl -6.7376 -3.6078 -0.2072 -0.01 0.00 0.00 -0.231
C -5.1546 -2.9171 -0.4159 0.00 -0.01 -0.01 0.266
C -5.0137 -1.7256 -1.1039 0.00 0.03 0.04 -0.558
C -3.7461 -1.1842 -1.2572 0.00 0.10 0.06 -0.461
C -2.6123 -1.8021 -0.7328 -0.04 -0.03 0.02 0.670
C -1.2551 -1.2466 -1.0096 0.13 0.11 -0.31 -1.390
C -2.7883 -3.0253 -0.0810 -0.01 0.08 0.09 -0.262
C -4.0465 -3.5778 0.0900 -0.03 0.00 -0.01 -0.746
H -5.8838 -1.2321 -1.5150 0.00 0.00 -0.01 0.416
H -3.6322 -0.2583 -1.8115 -0.01 0.01 0.01 0.290
H -0.6086 -2.0793 -1.2865 -0.01 -0.01 0.02 0.413
H -1.3265 -0.6117 -1.8962 0.01 0.02 0.02 0.511
H -1.9224 -3.5425 0.3105 0.01 -0.01 0.00 0.374
H -4.1730 -4.5213 0.6032 0.01 0.00 0.00 0.431
```
Positions in Å, forces in eV/Å.

Values from the calculation:
net charge = 0
⟨S²⟩ = 0.757
LUMO (alpha / beta) = -0.76 / -2.31 eV
orbital gap (alpha / beta) = 6.970 / 5.494 eV
molar mass = 915.694 g/mol
spin multiplicity = 2
E_HOMO (alpha / beta) = -7.73 / -7.80 eV


Question: Among the records above, which one has the lowest ⟨S²⟩?
Answer: C24H35ClIrSe3Te